Record 1
A structure of composition C19H17IN2O3PdSTe. Source: the OMol25 dataset; level of theory: the ωB97M-V functional and the def2-TZVPD basis.

Positions of all 45 atoms, in Å:
Pd1 0.00643 -0.92696 -0.39887
O1 3.54385 1.82565 4.01232
C1 2.64482 1.00130 3.88932
N1 2.65990 -0.11092 3.12190
S1 1.33197 -0.97257 3.26853
O2 1.55226 -2.24849 3.90932
O3 0.54943 -1.03442 2.04447
C2 0.47841 0.11210 4.38937
C3 -0.79398 0.04598 4.92057
C4 -1.19197 1.08937 5.74912
C5 -0.33232 2.15231 6.02171
C6 0.94226 2.19861 5.46873
C7 1.33345 1.16071 4.64304
H1 -1.45772 -0.77511 4.68293
H2 -2.18721 1.08412 6.17745
H3 -0.67227 2.95747 6.66286
H4 1.62163 3.02124 5.65291
Te1 -1.16221 -3.20379 0.26319
C8 -2.24188 -3.94309 -1.39823
C9 -1.84312 -3.73330 -2.71826
C10 -2.57480 -4.26384 -3.77160
C11 -3.71206 -5.02491 -3.53335
C12 -4.11543 -5.24340 -2.22290
C13 -3.39130 -4.70215 -1.16916
H5 -0.95853 -3.14340 -2.92178
H6 -2.24818 -4.07628 -4.78830
H7 -4.28069 -5.43746 -4.35887
H8 -5.00516 -5.82891 -2.01743
H9 -3.72722 -4.86382 -0.15102
C14 -2.89331 -0.30720 -2.06179
C15 -2.41122 0.81619 -1.20390
C16 -2.96707 2.06664 -1.02891
C17 -2.13174 2.76024 -0.10904
C18 -1.11853 1.89031 0.23710
C19 0.00113 2.10720 1.20505
N2 -1.28702 0.70918 -0.43339
H10 -3.76123 0.01577 -2.64144
H11 -3.18632 -1.17699 -1.46658
H12 -2.11877 -0.64112 -2.75668
H13 -3.86158 2.43089 -1.51563
H14 -2.24877 3.76888 0.26276
H15 0.13539 3.17517 1.38838
H16 0.94863 1.70643 0.83690
H17 -0.19534 1.62493 2.16594
I1 1.13400 -1.14018 -2.85775

Calculated values
E_LUMO (spin up / spin down) (eV): 4.35 / 3.91
Max |F| (eV/Å): 0.14
Relative energy (zero: lowest compared OMol25 entry of this formula, charge and spin) (kJ/mol): 32.1
Charge: -2
2S+1: 3
DFT total energy (eV): -58812.8711
Expectation value of S²: 2.010

Record 2
A structure of composition C19H17IrN3O9S in a non-equilibrium geometry. Source: the OMol25 dataset; level of theory: the ωB97M-V functional and the def2-TZVPD basis.

Positions of all 50 atoms, in Å:
Ir1 0.83333 -1.10160 1.11583
O1 -0.54296 1.00026 0.49609
C1 -0.80475 1.22476 -0.82675
C2 0.28879 0.13086 -1.71999
O2 0.03871 0.00482 -2.88921
O3 1.18950 -0.29730 -0.96032
C3 -2.22339 0.79645 -1.12266
C4 -2.69731 0.57112 -2.41659
C5 -4.01754 0.21175 -2.62669
C6 -4.88899 0.05762 -1.55550
C7 -4.42780 0.27039 -0.26616
C8 -3.10901 0.63890 -0.04951
C9 -0.36645 2.60376 -1.29994
C10 -0.42711 2.95173 -2.64917
C11 -0.03710 4.21142 -3.07179
C12 0.42519 5.15001 -2.15845
C13 0.48632 4.81684 -0.81593
C14 0.08964 3.55692 -0.38833
H1 0.22973 1.50096 0.80711
H2 -2.03132 0.63344 -3.26315
H3 -4.36376 0.03461 -3.63752
H4 -5.91820 -0.23275 -1.72653
H5 -5.08631 0.14137 0.58368
H6 -2.76718 0.80304 0.96072
H7 -0.76614 2.23002 -3.37898
H8 -0.09535 4.45788 -4.12537
H9 0.73042 6.13417 -2.49087
H10 0.82689 5.54162 -0.08622
H11 0.10852 3.36672 0.67931
C15 4.39562 -5.18294 1.77625
O4 4.08738 -3.84611 2.18638
C16 3.16017 -3.14950 1.54823
O5 2.84492 -2.04524 1.95127
N1 2.59228 -3.72872 0.44949
N2 1.69297 -2.93398 -0.25715
H12 5.09897 -5.55873 2.50791
H13 4.87150 -5.19307 0.79359
H14 3.50093 -5.80476 1.77782
H15 3.04735 -4.48434 -0.03007
H16 0.93145 -3.49736 -0.61006
H17 2.13220 -2.40971 -1.00636
O6 1.09034 2.06049 3.98431
C17 1.28736 1.14137 3.26512
O7 1.54298 0.90794 2.06180
C18 1.13926 -0.55042 4.18172
O8 1.61623 -0.48372 5.26428
O9 0.55807 -1.30551 3.40094
S1 -1.28259 -2.16093 0.66062
C19 -2.17416 -1.73414 2.02621
N3 -2.80955 -1.45041 2.95055

Calculated values
E_LUMO (spin up / spin down) (eV): -0.52 / -3.40
Max |F| (eV/Å): 2.59
Relative energy (zero: lowest compared OMol25 entry of this formula, charge and spin) (kJ/mol): 32.5
Charge: 0
2S+1: 6
DFT total energy (eV): -56546.0384
Expectation value of S²: 8.769

Record 3
A structure of composition C19H17N3O2 in a non-equilibrium geometry. Source: the OMol25 dataset; level of theory: the ωB97M-V functional and the def2-TZVPD basis.

Positions of all 41 atoms, in Å:
C1 -5.51048 1.29524 1.59378
O1 -4.74311 0.15115 1.98811
C2 -3.40015 0.13860 1.81134
C3 -2.73941 -1.09485 2.08754
C4 -1.39858 -1.22356 1.80331
C5 -0.66072 -0.10671 1.33630
C6 0.75824 -0.31449 0.94679
C7 1.75565 0.44116 1.59243
C8 3.10758 0.14265 1.25733
N1 4.17764 -0.20741 0.97415
C9 1.37341 1.73080 2.02899
N2 1.09209 2.82676 2.34135
C10 -1.30591 1.10585 1.13865
C11 -2.66296 1.24342 1.34384
H1 -6.53525 1.04399 1.86732
H2 -5.20142 2.19932 2.14191
H3 -5.44697 1.47459 0.50752
H4 -3.35738 -1.92929 2.48543
H5 -0.91336 -2.21393 1.93400
H6 0.99700 -1.33176 0.68746
H7 -0.72189 1.93855 0.76141
H8 -3.13838 2.19669 1.12741
C12 -1.53993 -0.24601 -2.02556
C13 -0.25313 -0.94848 -1.63464
C14 0.80714 -0.09853 -1.05024
N3 2.13918 -0.36584 -1.54596
C15 2.63660 -1.65306 -1.52911
C16 4.01958 -1.85743 -1.67280
C17 4.86582 -0.80117 -1.93925
C18 4.32247 0.47360 -2.02667
C19 2.96528 0.68825 -1.81215
O2 -0.16244 -2.16297 -1.75817
H9 -1.59151 0.80513 -1.73378
H10 -1.64893 -0.27822 -3.11483
H11 -2.41556 -0.73845 -1.59643
H12 0.61423 0.99947 -1.08205
H13 1.91690 -2.44564 -1.47298
H14 4.38061 -2.89060 -1.56776
H15 5.96319 -0.97239 -2.04484
H16 4.95581 1.33175 -2.25294
H17 2.49906 1.65384 -1.89616

Calculated values
E_LUMO (eV): -0.80
Max |F| (eV/Å): 2.65
Relative energy (zero: lowest compared OMol25 entry of this formula, charge and spin) (kJ/mol): 538.3
Charge: 0
DFT total energy (eV): -28540.5177

Record 4
The molecule C19H17N3O3S in a non-equilibrium geometry. Source: the OMol25 dataset; level of theory: the ωB97M-V functional and the def2-TZVPD basis.

Positions of all 43 atoms, in Å:
C1 1.63447 1.59137 -2.49724
N1 0.85021 1.29714 -1.33211
C2 -0.44853 0.88055 -1.28568
S1 -1.41618 0.63228 -2.70601
C3 -3.00475 0.18825 -1.92470
C4 -3.42296 -1.21157 -2.33759
O1 -4.43629 -1.37748 -2.97743
C5 -2.52892 -2.32895 -1.96515
C6 -2.57976 -3.48054 -2.75357
C7 -1.77158 -4.56245 -2.46759
C8 -0.91156 -4.51369 -1.38142
C9 -0.86891 -3.38237 -0.58252
C10 -1.67034 -2.29160 -0.86713
N2 -0.83088 0.70208 -0.04876
N3 0.20798 0.99905 0.74276
C11 1.20969 1.35349 -0.00716
C12 2.56203 1.75526 0.48247
C13 2.49180 3.11029 1.21305
O2 1.64251 3.04028 2.32396
C14 1.80330 1.90359 3.07544
C15 1.22602 1.85923 4.33718
C16 1.38911 0.74561 5.13777
C17 2.13641 -0.33119 4.68856
C18 2.69685 -0.30531 3.42610
C19 2.52613 0.80435 2.61109
O3 3.09403 0.78380 1.35452
H1 1.93599 2.64067 -2.49902
H2 1.03005 1.39170 -3.38064
H3 2.52440 0.95992 -2.52259
H4 -3.74925 0.90397 -2.27461
H5 -2.84785 0.28394 -0.85123
H6 -3.25791 -3.49890 -3.59378
H7 -1.81269 -5.44563 -3.08762
H8 -0.27968 -5.35970 -1.15390
H9 -0.20929 -3.34681 0.27184
H10 -1.63199 -1.42891 -0.21948
H11 3.26161 1.81952 -0.35760
H12 3.51207 3.37861 1.52583
H13 2.09334 3.89117 0.56112
H14 0.65539 2.71246 4.66649
H15 0.93682 0.72097 6.11716
H16 2.27451 -1.19763 5.31678
H17 3.26987 -1.13611 3.04596

Calculated values
E_LUMO (eV): 0.29
Max |F| (eV/Å): 1.16
Relative energy (zero: lowest compared OMol25 entry of this formula, charge and spin) (kJ/mol): 166.8
Charge: 0
SMILES: Cn1c(SCC(=O)c2ccccc2)nnc1[C@H]1COc2ccccc2O1
DFT total energy (eV): -41426.0036

Copy entry 1 word for word.
A structure of composition C19H17IN2O3PdSTe. Source: the OMol25 dataset; level of theory: the ωB97M-V functional and the def2-TZVPD basis.

Positions of all 45 atoms, in Å:
Pd1 0.00643 -0.92696 -0.39887
O1 3.54385 1.82565 4.01232
C1 2.64482 1.00130 3.88932
N1 2.65990 -0.11092 3.12190
S1 1.33197 -0.97257 3.26853
O2 1.55226 -2.24849 3.90932
O3 0.54943 -1.03442 2.04447
C2 0.47841 0.11210 4.38937
C3 -0.79398 0.04598 4.92057
C4 -1.19197 1.08937 5.74912
C5 -0.33232 2.15231 6.02171
C6 0.94226 2.19861 5.46873
C7 1.33345 1.16071 4.64304
H1 -1.45772 -0.77511 4.68293
H2 -2.18721 1.08412 6.17745
H3 -0.67227 2.95747 6.66286
H4 1.62163 3.02124 5.65291
Te1 -1.16221 -3.20379 0.26319
C8 -2.24188 -3.94309 -1.39823
C9 -1.84312 -3.73330 -2.71826
C10 -2.57480 -4.26384 -3.77160
C11 -3.71206 -5.02491 -3.53335
C12 -4.11543 -5.24340 -2.22290
C13 -3.39130 -4.70215 -1.16916
H5 -0.95853 -3.14340 -2.92178
H6 -2.24818 -4.07628 -4.78830
H7 -4.28069 -5.43746 -4.35887
H8 -5.00516 -5.82891 -2.01743
H9 -3.72722 -4.86382 -0.15102
C14 -2.89331 -0.30720 -2.06179
C15 -2.41122 0.81619 -1.20390
C16 -2.96707 2.06664 -1.02891
C17 -2.13174 2.76024 -0.10904
C18 -1.11853 1.89031 0.23710
C19 0.00113 2.10720 1.20505
N2 -1.28702 0.70918 -0.43339
H10 -3.76123 0.01577 -2.64144
H11 -3.18632 -1.17699 -1.46658
H12 -2.11877 -0.64112 -2.75668
H13 -3.86158 2.43089 -1.51563
H14 -2.24877 3.76888 0.26276
H15 0.13539 3.17517 1.38838
H16 0.94863 1.70643 0.83690
H17 -0.19534 1.62493 2.16594
I1 1.13400 -1.14018 -2.85775

Calculated values
E_LUMO (spin up / spin down) (eV): 4.35 / 3.91
Max |F| (eV/Å): 0.14
Relative energy (zero: lowest compared OMol25 entry of this formula, charge and spin) (kJ/mol): 32.1
Charge: -2
2S+1: 3
DFT total energy (eV): -58812.8711
Expectation value of S²: 2.010